Entry from the OMol25 dataset: a 8-piece molecular cluster, C27H65N5O11 overall at a distorted geometry (ωB97M-V/def2-TZVPD).

The geometry in XYZ format:
```
108
Properties=species:S:1:pos:R:3:lowdin_charge:R:1
O 9.418 3.621 20.526 -0.19
O 16.041 5.000 16.561 -0.17
O 5.096 -1.526 15.080 0.02
O 7.534 4.388 8.896 0.03
O 11.629 4.431 14.904 0.07
O 15.125 5.815 19.075 -0.18
O 13.352 4.418 11.164 -0.20
O 7.445 5.088 17.461 0.04
O 14.578 1.846 10.114 -0.17
O 7.382 5.208 22.083 -0.20
O 15.043 7.999 13.537 0.05
N 9.640 3.657 15.200 0.04
N 14.738 9.576 15.107 0.01
N 5.386 4.579 16.816 0.01
N 6.528 5.552 10.585 0.00
N 4.645 0.637 15.361 0.01
C 10.400 5.424 16.585 0.03
C 6.308 6.522 15.894 0.02
C 16.491 5.586 15.317 -0.06
C 13.110 5.239 12.334 -0.11
C 9.701 2.584 14.159 -0.01
C 3.156 -0.953 16.447 0.00
C 4.368 -0.649 15.572 -0.55
C 6.025 5.398 22.512 -0.10
C 15.137 5.596 20.454 -0.12
C 7.105 5.446 9.374 -0.57
C 14.678 5.043 16.891 -0.21
C 9.184 5.019 20.335 -0.15
C 7.670 5.285 20.671 -0.16
C 14.469 4.784 18.355 -0.21
C 5.826 1.037 14.617 -0.07
C 6.451 5.302 16.791 -0.60
C 13.011 7.916 14.678 -0.01
C 10.652 3.133 20.138 -0.13
C 14.342 8.511 14.379 -0.59
C 10.621 4.431 15.500 -0.67
C 15.471 2.827 9.609 -0.09
C 16.053 10.172 14.835 -0.07
C 7.200 6.700 8.592 -0.01
C 12.783 3.061 11.336 -0.15
C 5.293 3.346 17.571 -0.05
C 13.259 2.141 10.176 -0.25
C 6.358 4.499 11.592 -0.06
H 5.466 3.585 18.620 0.08
H 6.323 1.803 15.212 0.04
H 11.456 3.715 20.589 0.07
H 9.396 5.280 19.299 0.09
H 9.418 5.883 16.468 0.06
H 5.576 3.827 11.241 0.09
H 16.089 10.509 13.799 0.08
H 6.979 4.673 20.090 0.10
H 12.749 1.233 10.496 0.12
H 8.774 3.725 15.714 0.12
H 16.939 9.541 14.894 0.08
H 14.322 4.146 16.383 0.13
H 13.414 4.683 18.612 0.11
H 13.288 6.284 12.082 0.07
H 7.298 6.978 15.867 0.08
H 14.144 9.999 15.806 0.13
H 3.925 1.305 15.600 0.13
H 6.603 0.273 14.585 0.10
H 16.224 5.121 14.368 0.08
H 8.008 6.720 7.860 0.09
H 16.122 6.612 15.327 0.06
H 15.253 3.245 8.627 0.09
H 12.037 5.271 12.525 0.07
H 12.986 6.830 14.588 0.06
H 16.425 2.300 9.609 0.09
H 8.685 2.540 13.766 0.07
H 15.167 6.563 20.958 0.09
H 14.877 3.824 18.671 0.13
H 10.023 1.640 14.599 0.09
H 6.260 6.786 8.047 0.09
H 15.963 4.919 20.670 0.09
H 4.252 3.043 17.459 0.08
H 3.214 -2.025 16.634 0.08
H 5.994 2.568 17.270 0.08
H 17.580 5.632 15.279 0.08
H 6.089 4.956 12.544 0.06
H 2.204 -0.715 15.972 0.08
H 5.654 7.207 16.433 0.09
H 10.606 4.916 17.527 0.06
H 10.894 3.304 19.089 0.06
H 9.955 5.499 20.939 0.13
H 10.683 2.073 20.392 0.10
H 5.398 4.688 21.972 0.08
H 12.863 2.421 9.200 0.13
H 7.349 7.511 9.304 0.08
H 5.721 1.595 13.687 0.08
H 5.907 6.319 14.901 0.07
H 16.137 10.975 15.568 0.08
H 11.221 6.123 16.427 0.07
H 15.530 3.682 10.283 0.08
H 5.927 5.260 23.589 0.08
H 11.696 3.099 11.261 0.11
H 14.197 5.161 20.794 0.07
H 6.240 6.479 10.865 0.13
H 5.663 6.413 22.350 0.08
H 14.081 5.922 16.644 0.12
H 12.716 8.192 15.690 0.07
H 3.268 -0.517 17.440 0.08
H 7.531 6.329 20.391 0.12
H 13.759 5.103 13.199 0.08
H 10.437 2.917 13.428 0.06
H 4.562 4.871 16.311 0.15
H 7.286 3.991 11.852 0.08
H 13.043 2.697 12.330 0.12
H 12.267 8.277 13.968 0.09
```

**Spin multiplicity**: 1
**Structure (SMILES)**: CNC(C)=O.CNC(C)=O.CNC(C)=O.CNC(C)=O.CNC(C)=O.COCCOC.COCCOC.COCCOC
**Energy relative to the best compared isomer or geometry (same formula, charge and spin)**: 213.7 kJ/mol

Entry from the OMol25 dataset: a 4-piece molecular cluster, C40H70F8N9O6P3 overall at a distorted geometry (ωB97M-V/def2-TZVPD).

The geometry in XYZ format:
```
136
Properties=species:S:1:pos:R:3:lowdin_charge:R:1
P -3.402 4.245 0.913 0.75
P -7.348 4.618 -5.388 0.74
P 10.361 -5.566 2.745 0.74
F -4.560 -2.559 3.591 0.19
F -4.386 -0.462 3.128 0.14
F 2.796 -1.696 -2.704 -0.04
F -4.631 -1.870 1.517 0.18
F -2.111 -1.466 3.925 0.14
F -1.771 -3.793 3.625 0.10
F -1.950 -0.867 1.863 0.17
F -2.927 -4.029 1.823 0.12
O 3.097 -3.590 3.824 0.13
O -3.373 -1.140 -0.796 -0.07
O 9.944 -6.877 2.106 -0.30
O 3.917 -3.194 -0.815 0.14
O -2.663 4.110 -0.404 -0.30
O -6.867 3.237 -5.789 -0.29
N -3.903 4.229 2.624 -0.29
N -6.121 4.866 -4.170 -0.34
N 9.088 -5.470 3.903 -0.32
N -8.263 6.021 -4.771 -0.30
N -4.918 3.627 0.385 -0.32
N 10.010 -4.589 1.339 -0.35
N -6.946 5.429 -6.855 -0.32
N 11.247 -4.208 3.488 -0.30
N -3.397 5.995 0.911 -0.35
C -3.051 3.293 3.393 -0.14
C -6.215 3.983 0.919 -0.14
C -1.996 -1.441 -0.957 -0.25
C -2.090 6.558 0.577 -0.15
C -1.963 -3.252 2.387 -0.34
C -6.598 6.828 -6.980 -0.14
C 9.194 -6.464 4.968 -0.14
C -5.952 3.710 -3.289 -0.15
C 1.705 -3.729 1.852 -0.07
C -4.892 2.192 0.106 -0.14
C -2.499 -1.788 2.661 -0.32
C 1.012 -0.575 -1.645 -0.03
C -4.057 -1.704 2.699 -0.54
C -4.106 5.431 3.421 -0.13
C 2.905 -4.074 2.730 -0.26
C 1.432 -1.820 -2.434 -0.34
C 0.481 -3.590 2.455 0.07
C 4.830 -5.873 0.026 -0.01
C -9.687 5.661 -4.596 -0.14
C 11.433 -2.914 2.845 -0.13
C 12.557 -4.674 3.995 -0.14
C 1.057 -3.215 -1.856 -0.06
C 5.437 -6.907 0.740 -0.06
C 0.812 -3.322 -0.353 -0.08
C 10.536 -5.165 0.101 -0.15
C 8.529 -4.250 4.448 -0.14
C 1.900 -3.611 0.480 -0.02
C -7.789 5.042 -7.983 -0.14
C 3.324 -3.847 0.015 -0.25
C 5.249 -7.009 2.107 -0.06
C 4.448 -6.110 2.800 0.00
C -4.804 5.354 -4.553 -0.13
C -0.465 -3.189 0.257 -0.07
C 8.650 -4.130 1.105 -0.13
C 4.041 -4.989 0.727 -0.10
C 3.836 -5.091 2.100 -0.09
C -7.844 6.822 -3.629 -0.13
C -0.619 -3.329 1.646 -0.03
C -1.658 -2.940 -0.666 -0.08
C -4.421 6.719 0.174 -0.13
H 13.013 -3.932 4.653 0.08
H -6.119 7.000 -7.947 0.08
H -2.037 3.686 3.524 0.08
H 11.530 -5.589 0.262 0.07
H -4.100 5.244 -3.725 0.08
H -5.332 2.929 -3.742 0.08
H -4.394 4.830 -5.425 0.09
H -7.769 6.246 -2.703 0.08
H 11.979 -2.976 1.901 0.08
H -3.849 -1.718 -1.403 0.10
H -10.063 5.154 -5.491 0.07
H -1.483 -3.425 -1.634 0.10
H -1.769 -1.265 -2.024 0.11
H -5.878 7.152 -6.233 0.05
H -2.586 -3.395 -0.294 0.12
H -1.353 -0.768 -0.391 0.10
H -4.905 1.604 1.035 0.07
H -9.830 4.986 -3.744 0.08
H -6.921 3.268 -3.038 0.07
H -6.341 5.055 1.041 0.05
H 7.569 -4.469 4.923 0.08
H 9.964 -6.187 5.703 0.08
H 9.892 -5.957 -0.295 0.08
H -6.425 3.504 1.886 0.08
H 9.455 -7.443 4.561 0.07
H -5.373 6.718 0.710 0.05
H 12.432 -5.590 4.582 0.07
H -5.744 1.893 -0.508 0.08
H 0.950 -1.748 -3.422 0.14
H 8.242 -6.581 5.489 0.08
H 6.059 -7.617 0.196 0.11
H -4.420 5.141 4.429 0.09
H 8.539 -3.728 0.096 0.08
H -5.486 4.018 -2.348 0.07
H 4.966 -5.762 -1.048 0.13
H -1.289 5.989 1.055 0.07
H -2.018 7.585 0.946 0.08
H -7.472 7.492 -6.920 0.08
H 9.176 -3.785 5.205 0.08
H -3.994 1.915 -0.448 0.07
H -8.574 7.622 -3.469 0.09
H -8.781 5.514 -7.924 0.08
H 0.435 -3.700 3.534 0.14
H 10.638 -4.387 -0.660 0.08
H 8.317 -3.505 3.685 0.05
H 8.395 -3.293 1.757 0.05
H 12.000 -2.261 3.517 0.09
H -1.901 6.562 -0.501 0.08
H -3.207 6.044 3.513 0.08
H -10.305 6.548 -4.446 0.08
H 7.906 -4.926 1.238 0.08
H 10.482 -2.413 2.679 0.07
H 1.907 -3.874 -2.086 0.12
H -6.895 7.320 -3.820 0.07
H 0.064 -0.193 -2.035 0.07
H -3.476 3.087 4.376 0.08
H -7.932 3.961 -8.009 0.07
H 5.732 -7.849 2.607 0.11
H -4.916 6.038 3.022 0.07
H 1.024 -0.676 -0.554 0.09
H -6.995 3.670 0.219 0.08
H -4.579 6.320 -0.837 0.08
H -4.822 6.427 -4.758 0.05
H 4.305 -6.237 3.871 0.13
H -2.973 2.334 2.869 0.07
H 0.230 -3.612 -2.457 0.11
H 1.746 0.209 -1.888 0.09
H 13.252 -4.893 3.177 0.08
H -4.156 7.775 0.087 0.08
H -7.326 5.323 -8.931 0.08
```

**Spin multiplicity**: 1
**Structure (SMILES)**: C[C@@H](F)Cc1c(CCO)c(C(F)(F)C(F)(F)C(F)(F)F)cc2c1C(=O)c1ccccc1C2=O.CN(C)P(=O)(N(C)C)N(C)C.CN(C)P(=O)(N(C)C)N(C)C.CN(C)P(=O)(N(C)C)N(C)C
**Energy relative to the best compared isomer or geometry (same formula, charge and spin)**: 443.0 kJ/mol

no.,gap between HOMO and LUMO (eV)
1,8.652
2,7.281